A.
Formula: C5H6N2
Source: the Open Molecules 2025 dataset
Level of theory: the ωB97M-V functional and the def2-TZVPD basis

Atoms and positions in Å:
1 N 2.46 -0.50 0.24
2 C 1.56 -0.73 1.08
3 C 1.27 0.45 0.30
4 C 0.25 0.41 -0.82
5 C -1.17 0.51 -0.26
6 C -2.08 -0.61 -0.24
7 N -1.53 -0.44 0.87
8 H 1.48 1.43 0.72
9 H 0.37 -0.53 -1.37
10 H 0.42 1.23 -1.52
11 H -1.56 1.52 -0.14
12 H 1.31 -1.46 1.85
13 H -2.78 -1.29 -0.71

Results
Gap between HOMO and LUMO, eV: 10.94
SMILES: C1=N[C@H]1C[C@H]1C=N1

The computed Löwdin charges, all in e, follow: N 0.145; C -0.124; C -0.300; C -0.161; C -0.284; C -0.107; N 0.149; H 0.121; H 0.115; H 0.110; H 0.115; H 0.110; H 0.110

B.
Formula: C5H6N2
Source: the Open Molecules 2025 dataset
Level of theory: the ωB97M-V functional and the def2-TZVPD basis

Atoms and positions in Å:
1 N -1.91 1.69 0.18
2 C -0.66 1.86 0.17
3 C -1.02 0.60 0.78
4 C -0.72 -0.66 -0.01
5 C 0.77 -0.94 0.09
6 C 1.72 -0.87 -0.99
7 N 1.73 0.17 -0.31
8 H -1.05 0.50 1.86
9 H -1.02 -0.50 -1.05
10 H -1.29 -1.52 0.37
11 H 1.08 -1.49 0.99
12 H 0.10 2.48 -0.27
13 H 2.27 -1.31 -1.82

Results
Gap between HOMO and LUMO, eV: 10.87
SMILES: C1=N[C@H]1C[C@H]1C=N1

The computed Löwdin charges, all in e, follow: N 0.149; C -0.135; C -0.302; C -0.158; C -0.280; C -0.103; N 0.147; H 0.121; H 0.117; H 0.108; H 0.116; H 0.109; H 0.109

C.
Formula: C5H6N2
Source: the Open Molecules 2025 dataset
Level of theory: the ωB97M-V functional and the def2-TZVPD basis

Atoms and positions in Å:
1 N 2.56 -0.96 1.32
2 C 1.71 -0.26 0.93
3 C 0.64 0.59 0.40
4 C 0.29 0.48 -1.10
5 C -1.19 0.23 -0.77
6 C -1.20 -0.94 0.15
7 N -0.72 0.20 0.96
8 H 0.84 1.62 0.69
9 H 0.75 -0.36 -1.63
10 H 0.49 1.41 -1.65
11 H -1.55 1.00 0.18
12 H -0.46 -1.72 0.00
13 H -2.17 -1.30 0.50

Results
Gap between HOMO and LUMO, eV: 9.90
SMILES: N#C[C@H]1C[C@H]2CN21

The computed Löwdin charges, all in e, follow: N 0.155; C -0.169; C -0.321; C -0.139; C -0.075; C -0.204; N -0.011; H 0.148; H 0.116; H 0.105; H 0.163; H 0.118; H 0.113

Most favorable first, least favorable last: A, B, C

A.
Formula: C5H6N2
Source: the Open Molecules 2025 dataset
Level of theory: the ωB97M-V functional and the def2-TZVPD basis

Atoms and positions in Å:
1 N -1.02 -2.60 -0.47
2 C -0.35 -1.70 -0.77
3 C 0.52 -0.61 -1.21
4 C 0.33 0.77 -0.73
5 C -0.46 1.04 0.51
6 C -0.10 -0.03 1.46
7 N 1.50 0.03 -0.33
8 H 0.84 -0.78 -2.24
9 H 0.41 1.59 -1.44
10 H -0.02 1.95 0.94
11 H -1.54 1.23 0.48
12 H -0.38 0.12 2.49
13 H 0.28 -1.02 1.30

Results
Gap between HOMO and LUMO (alpha / beta), eV: 10.44 / 7.42

The computed Löwdin charges, all in e, follow: N 0.157; C -0.201; C -0.276; C -0.324; C -0.218; C 0.054; N 0.168; H 0.145; H 0.140; H 0.125; H 0.120; H 0.068; H 0.040

B.
Formula: C5H6N2
Source: the Open Molecules 2025 dataset
Level of theory: the ωB97M-V functional and the def2-TZVPD basis

Atoms and positions in Å:
1 N -2.79 -0.47 0.48
2 C -1.80 -0.55 -0.12
3 C -0.61 -0.65 -0.96
4 C 0.44 0.39 -0.94
5 C 0.51 1.06 0.41
6 C 0.71 -0.36 0.99
7 N 0.72 -0.96 -0.40
8 H -0.82 -1.10 -1.92
9 H 0.94 0.71 -1.86
10 H 1.43 1.63 0.49
11 H -0.34 1.67 0.73
12 H 1.66 -0.46 1.52
13 H -0.04 -0.90 1.57

Results
Gap between HOMO and LUMO, eV: 10.79
SMILES: N#C[C@H]1[C@H]2CCN21

The computed Löwdin charges, all in e, follow: N 0.165; C -0.183; C -0.243; C -0.212; C -0.109; C -0.146; N 0.018; H 0.143; H 0.139; H 0.105; H 0.108; H 0.110; H 0.105

Most favorable first, least favorable last: B, A

A.
Formula: C5H6N2
Source: the Open Molecules 2025 dataset
Level of theory: the ωB97M-V functional and the def2-TZVPD basis

Atoms and positions in Å:
1 C 0.55 0.07 -2.00
2 C 0.09 0.02 -0.51
3 C 0.43 -1.08 0.29
4 C -0.57 -0.08 2.04
5 C -0.95 0.99 1.19
6 H 0.44 -0.90 -2.56
7 H 1.67 0.11 -2.06
8 H 0.15 0.85 -2.54
9 H 1.08 -1.89 -0.07
10 H -0.85 0.15 3.05
11 H -1.63 1.76 1.61
12 N 0.16 -1.09 1.60
13 N -0.59 1.10 -0.05

Results
Gap between HOMO and LUMO, eV: 10.22
SMILES: Cc1cnccn1

The computed Löwdin charges, all in e, follow: C -0.037; C -0.273; C -0.104; C -0.132; C -0.160; H 0.085; H 0.085; H 0.033; H 0.119; H 0.091; H 0.115; N 0.069; N 0.108

B.
Formula: C5H6N2
Source: the Open Molecules 2025 dataset
Level of theory: the ωB97M-V functional and the def2-TZVPD basis

Atoms and positions in Å:
1 C 0.53 0.96 -1.91
2 C 0.14 0.44 -0.52
3 C 0.49 0.02 1.62
4 C -0.46 -0.94 1.68
5 C -1.19 -1.11 0.47
6 H 1.50 0.50 -2.08
7 H -0.22 0.83 -2.78
8 H 0.66 2.08 -1.85
9 H 1.10 0.32 2.53
10 H -0.54 -1.57 2.61
11 H -1.96 -1.88 0.29
12 N 0.74 0.85 0.59
13 N -0.79 -0.50 -0.64

Results
Gap between HOMO and LUMO, eV: 10.40
SMILES: Cc1ncccn1

The computed Löwdin charges, all in e, follow: C -0.043; C -0.416; C -0.172; C -0.066; C -0.110; H 0.065; H 0.099; H 0.079; H 0.124; H 0.121; H 0.112; N 0.119; N 0.088

C.
Formula: C5H6N2
Source: the Open Molecules 2025 dataset
Level of theory: the ωB97M-V functional and the def2-TZVPD basis

Atoms and positions in Å:
1 C -0.32 -1.21 0.57
2 C 1.97 -0.56 0.45
3 C 1.28 0.62 -0.09
4 C 2.37 0.85 0.94
5 C -1.95 -0.22 -0.88
6 N 0.05 0.89 -0.35
7 N -0.66 -0.26 -0.26
8 H -0.99 -2.00 0.44
9 H 1.95 1.39 1.73
10 H 3.27 1.08 0.48
11 H -2.11 -1.14 -1.41
12 H -2.69 -0.17 -0.12
13 H -2.16 0.74 -1.49

Results
Gap between HOMO and LUMO, eV: 8.32

The computed Löwdin charges, all in e, follow: C 0.129; C 0.098; C -0.353; C -0.072; C -0.045; N 0.083; N -0.297; H 0.030; H 0.087; H 0.063; H 0.083; H 0.070; H 0.123

D.
Formula: C5H6N2
Source: the Open Molecules 2025 dataset
Level of theory: the ωB97M-V functional and the def2-TZVPD basis

Atoms and positions in Å:
1 C 0.33 2.12 0.18
2 C -0.08 0.89 -0.06
3 C -1.39 0.48 -0.14
4 C -1.48 -0.86 0.03
5 C 0.83 -0.47 -0.10
6 H -0.52 2.85 0.17
7 H 1.43 2.29 -0.16
8 H -2.42 0.81 -0.03
9 H -2.44 -1.29 -0.18
10 H -0.21 -2.38 0.42
11 H 2.40 -1.55 0.30
12 N -0.28 -1.43 0.09
13 N 2.07 -0.53 -0.09

Results
Gap between HOMO and LUMO, eV: 8.27
SMILES: [H]/N=C1\NC=CC1=C

The computed Löwdin charges, all in e, follow: C 0.043; C -0.290; C -0.124; C -0.165; C -0.301; H 0.083; H 0.106; H 0.113; H 0.119; H 0.134; H 0.124; N 0.045; N 0.114

Most favorable first, least favorable last: B, A, D, C

A.
Formula: C26H24Cl2IrN4O5
Source: the Open Molecules 2025 dataset
Level of theory: the ωB97M-V functional and the def2-TZVPD basis

Atoms and positions in Å:
1 Ir -0.68 -0.58 0.11
2 O 4.25 -3.19 0.64
3 C 4.53 -2.07 -0.03
4 C 5.87 -1.86 -0.36
5 C 6.25 -0.74 -1.05
6 C 5.30 0.22 -1.45
7 C 3.99 0.03 -1.14
8 C 3.57 -1.12 -0.43
9 C 2.17 -1.26 -0.13
10 O 1.34 -0.33 -0.51
11 N 1.71 -2.30 0.55
12 N 0.37 -2.24 0.63
13 C -0.31 -3.22 1.10
14 C -1.74 -3.11 0.95
15 C -2.65 -4.05 1.38
16 C -4.00 -3.85 1.09
17 C -4.38 -2.73 0.37
18 C -3.42 -1.83 -0.03
19 N -2.13 -2.01 0.25
20 H 3.30 -3.25 0.83
21 H 6.59 -2.61 -0.05
22 H 7.29 -0.60 -1.29
23 H 5.62 1.10 -2.00
24 H 3.25 0.75 -1.44
25 H 0.19 -4.10 1.48
26 H -2.31 -4.91 1.93
27 H -4.73 -4.57 1.43
28 H -5.41 -2.56 0.11
29 H -3.68 -0.94 -0.58
30 Cl 1.04 2.75 6.40
31 C 0.47 1.82 5.07
32 C -0.24 0.64 5.31
33 C -0.71 -0.13 4.27
34 Cl -1.57 -1.59 4.59
35 C -0.50 0.26 2.94
36 O -1.00 -0.59 2.03
37 C 0.21 1.44 2.71
38 C 0.40 1.96 1.40
39 O 0.01 1.45 0.34
40 C 0.69 2.22 3.78
41 H -0.42 0.32 6.33
42 H 0.89 2.93 1.31
43 H 1.23 3.13 3.58
44 O -2.13 0.72 -0.71
45 C -2.36 1.07 -1.90
46 C -3.38 2.13 -2.17
47 C -2.64 3.25 -2.96
48 C -1.14 3.40 -2.63
49 C -0.18 2.49 -3.43
50 C -0.23 1.01 -3.04
51 N -1.66 0.60 -2.95
52 H -3.78 2.48 -1.22
53 H -4.21 1.73 -2.76
54 H -3.16 4.19 -2.75
55 H -2.75 3.08 -4.03
56 H -0.97 3.27 -1.56
57 H -0.85 4.43 -2.85
58 H 0.84 2.84 -3.30
59 H -0.41 2.59 -4.49
60 H 0.26 0.84 -2.08
61 H 0.26 0.38 -3.78
62 H -2.12 0.83 -3.82

Results
<S²>: 0.8118
Gap between HOMO and LUMO (alpha / beta), eV: 6.62 / 3.29
Charge: +2
2S+1: 2

The computed Löwdin charges, all in e, follow: Ir 1.616; O 0.188; C -0.182; C 0.048; C 0.011; C 0.014; C 0.032; C -0.022; C -0.362; O -0.182; N 0.100; N -0.135; C -0.002; C -0.241; C 0.029; C 0.002; C 0.003; C -0.053; N -0.048; H 0.096; H 0.145; H 0.134; H 0.133; H 0.128; H 0.158; H 0.136; H 0.131; H 0.128; H 0.114; Cl 0.745; C -0.660; C -0.070; C -0.565; Cl 0.767; C -0.291; O -0.233; C -0.125; C -0.105; O -0.127; C -0.035; H 0.124; H 0.157; H 0.127; O -0.113; C -0.438; C -0.070; C -0.151; C -0.169; C -0.160; C -0.146; N 0.098; H 0.132; H 0.139; H 0.121; H 0.117; H 0.112; H 0.120; H 0.118; H 0.122; H 0.066; H 0.128; H 0.147

B.
Formula: C26H24Cl2IrN4O5
Source: the Open Molecules 2025 dataset
Level of theory: the ωB97M-V functional and the def2-TZVPD basis

Atoms and positions in Å:
1 Ir -0.42 -0.20 -1.05
2 O 3.50 -0.33 1.05
3 C 3.51 -1.67 1.26
4 C 4.73 -2.27 1.56
5 C 4.79 -3.63 1.78
6 C 3.65 -4.42 1.71
7 C 2.45 -3.85 1.38
8 C 2.35 -2.47 1.13
9 C 1.12 -1.91 0.59
10 O 1.00 -0.61 0.45
11 N 0.17 -2.73 0.19
12 N -0.71 -2.11 -0.61
13 C -1.77 -2.69 -1.05
14 C -2.50 -1.95 -2.05
15 C -3.59 -2.44 -2.75
16 C -4.20 -1.63 -3.69
17 C -3.71 -0.36 -3.92
18 C -2.60 0.06 -3.21
19 N -2.01 -0.72 -2.29
20 H 2.58 -0.06 0.90
21 H 5.61 -1.64 1.61
22 H 5.75 -4.08 2.01
23 H 3.71 -5.48 1.91
24 H 1.56 -4.45 1.29
25 H -2.05 -3.69 -0.73
26 H -3.94 -3.44 -2.54
27 H -5.06 -2.00 -4.24
28 H -4.16 0.30 -4.64
29 H -2.17 1.04 -3.36
30 Cl 6.00 3.27 -1.20
31 C 4.37 2.82 -1.20
32 C 3.39 3.74 -0.83
33 C 2.07 3.37 -0.81
34 Cl 0.87 4.47 -0.36
35 C 1.66 2.02 -1.19
36 O 0.45 1.72 -1.18
37 C 2.71 1.11 -1.58
38 C 2.40 -0.25 -2.01
39 O 1.29 -0.75 -2.12
40 C 4.02 1.50 -1.58
41 H 3.67 4.75 -0.56
42 H 3.26 -0.87 -2.29
43 H 4.80 0.81 -1.88
44 O -1.95 0.83 -0.21
45 C -1.94 1.86 0.51
46 C -3.08 2.80 0.48
47 C -3.85 2.45 1.81
48 C -3.59 1.05 2.41
49 C -2.31 0.91 3.28
50 C -1.00 0.89 2.49
51 N -1.06 2.01 1.51
52 H -3.69 2.62 -0.40
53 H -2.75 3.84 0.49
54 H -4.92 2.53 1.60
55 H -3.62 3.21 2.56
56 H -3.58 0.29 1.63
57 H -4.44 0.82 3.05
58 H -2.38 -0.02 3.85
59 H -2.28 1.73 4.00
60 H -0.87 -0.04 1.94
61 H -0.14 1.03 3.14
62 H -1.11 2.91 1.97

Results
<S²>: 0.7787
Gap between HOMO and LUMO (alpha / beta), eV: 6.47 / 4.41
Charge: +2
2S+1: 2

The computed Löwdin charges, all in e, follow: Ir 1.551; O 0.058; C -0.244; C 0.003; C -0.035; C -0.056; C -0.009; C -0.082; C -0.371; O -0.189; N 0.122; N -0.150; C 0.001; C -0.230; C 0.030; C 0.000; C -0.007; C -0.070; N -0.055; H 0.062; H 0.127; H 0.121; H 0.116; H 0.117; H 0.155; H 0.135; H 0.131; H 0.126; H 0.129; Cl 0.871; C -0.608; C -0.072; C -0.534; Cl 0.840; C -0.314; O -0.099; C -0.106; C -0.094; O -0.051; C 0.009; H 0.131; H 0.169; H 0.143; O -0.122; C -0.456; C -0.056; C -0.134; C -0.172; C -0.152; C -0.134; N 0.103; H 0.127; H 0.131; H 0.119; H 0.119; H 0.114; H 0.121; H 0.123; H 0.122; H 0.095; H 0.130; H 0.149

Most favorable first, least favorable last: B, A

A.
Formula: C7H13N2S
Source: the Open Molecules 2025 dataset
Level of theory: the ωB97M-V functional and the def2-TZVPD basis

Atoms and positions in Å:
1 C -2.58 -1.46 0.29
2 C -3.33 -0.42 -0.22
3 C -1.05 0.08 0.06
4 C 0.66 1.34 1.43
5 C 0.90 1.51 -1.03
6 C 1.67 -1.28 -0.92
7 C 0.42 0.63 0.13
8 N -1.25 -1.11 0.42
9 N 1.18 -0.71 0.36
10 S -2.41 1.00 -0.42
11 H -2.78 -2.30 0.80
12 H -4.39 -0.63 -0.41
13 H 1.65 1.53 1.64
14 H -0.14 2.06 1.55
15 H 0.61 0.55 2.19
16 H 0.69 1.13 -2.01
17 H 0.20 2.46 -0.95
18 H 1.89 1.99 -0.94
19 H 2.35 -0.63 -1.42
20 H 2.03 -2.34 -0.56
21 H 0.90 -1.42 -1.64
22 H 0.65 -1.41 0.90
23 H 2.10 -0.55 0.74

Results
Gap between HOMO and LUMO, eV: 10.17
Charge: +1
SMILES: C[NH2+]C(C)(C)c1nccs1

The computed Löwdin charges, all in e, follow: C -0.146; C -0.362; C -0.580; C -0.017; C -0.029; C -0.007; C -0.466; N 0.029; N 0.017; S 1.116; H 0.075; H 0.096; H 0.074; H 0.107; H 0.104; H 0.080; H 0.139; H 0.111; H 0.092; H 0.155; H 0.090; H 0.161; H 0.160

B.
Formula: C7H13N2S
Source: the Open Molecules 2025 dataset
Level of theory: the ωB97M-V functional and the def2-TZVPD basis

Atoms and positions in Å:
1 C -0.29 0.59 -1.25
2 C 0.62 -0.50 -1.43
3 C -1.35 0.13 0.81
4 C 1.44 -0.59 -2.73
5 C -2.07 0.41 2.09
6 C -1.12 2.40 -0.02
7 C 1.57 -3.06 1.25
8 N -0.97 0.97 -0.11
9 N 0.84 -1.32 -0.45
10 S 1.70 -2.67 -0.51
11 H -0.27 1.35 -2.00
12 H 1.39 -1.59 -2.94
13 H 0.95 -0.12 -3.57
14 H 2.43 -0.21 -2.77
15 H -1.64 1.31 2.53
16 H -3.11 0.65 1.83
17 H -2.06 -0.34 2.86
18 H -0.18 2.76 -0.35
19 H -1.93 2.87 -0.70
20 H -1.44 2.81 0.94
21 H 0.73 -3.77 1.42
22 H 1.47 -2.14 1.95
23 H 2.53 -3.56 1.55

Results
Gap between HOMO and LUMO (alpha / beta), eV: 5.55 / 5.49
Charge: +1

The computed Löwdin charges, all in e, follow: C 0.075; C -0.359; C 0.014; C -0.024; C -0.059; C -0.014; C -0.341; N -0.157; N -0.278; S 1.034; H 0.135; H 0.031; H 0.088; H 0.092; H 0.075; H 0.106; H 0.067; H 0.082; H 0.143; H 0.100; H 0.050; H 0.087; H 0.051

Most favorable first, least favorable last: A, B